{"formula": "C4H14NO3", "method": "ωB97M-V with the def2-TZVPD basis set", "species": ["C", "C", "C", "N", "C", "H", "H", "H", "H", "H", "H", "H", "H", "H", "H", "O", "H", "H", "O", "H", "H", "O"], "coordinates": [[1.5038, -0.5671, 1.9930], [0.2260, 0.0846, 1.2990], [-0.2930, -0.4935, 0.2047], [-1.3968, 0.0513, -0.4214], [-1.7795, 0.1310, -1.6336], [2.1065, 0.2028, 2.5547], [1.2875, -1.4282, 2.6656], [2.0724, -1.0166, 1.2453], [-0.1978, 1.0221, 1.7613], [0.1915, -1.4160, -0.2262], [-2.0141, 0.5143, 0.3071], [-2.8116, 0.5712, -1.9642], [-1.0414, 0.0404, -2.4067], [-3.1186, 2.5221, 2.0140], [-3.5766, 1.8690, 0.6985], [-2.9080, 1.8999, 1.3462], [-0.2738, -2.0529, -2.9511], [1.1326, -1.3557, -3.3041], [0.3430, -1.3185, -2.7836], [3.8058, -0.2283, 0.4711], [3.5158, 0.7566, -0.7899], [3.2265, 0.2115, -0.0798]], "forces_ev_per_angstrom": [[-1.86, 1.26, 1.17], [1.05, -0.56, 1.31], [2.83, -1.26, 0.47], [-2.92, 1.49, 1.22], [-1.36, 1.88, -1.02], [-0.75, -0.85, -0.69], [-0.50, 0.91, -0.08], [0.95, -0.41, -1.26], [0.36, -1.15, -0.67], [-0.77, 1.36, 0.19], [0.42, -0.63, -0.81], [1.99, -0.86, 1.27], [0.12, -1.01, -0.32], [-0.51, 0.92, 0.87], [-1.61, 0.45, -0.79], [1.98, -1.44, -0.25], [0.96, 0.18, -0.41], [0.46, -0.58, -0.65], [-1.16, 0.09, 0.84], [2.66, -0.78, 0.99], [1.33, 0.21, -0.30], [-3.67, 0.79, -1.05]], "lowdin_charge": [-0.07, -0.03, -0.12, 0.03, 0.15, 0.10, 0.09, 0.01, 0.13, 0.15, 0.14, 0.16, 0.08, 0.05, 0.03, 0.00, 0.08, 0.05, -0.05, 0.01, 0.04, -0.01], "orbital_gap_ha": 0.3307, "total_energy_ha": -440.95748, "relative_energy_kj_mol": 264.95, "charge": 1}

---

{"formula": "C9H10FN", "method": "ωB97M-V with the def2-TZVPD basis set", "species": ["C", "C", "C", "C", "C", "C", "C", "C", "C", "N", "F", "H", "H", "H", "H", "H", "H", "H", "H", "H", "H"], "coordinates": [[-0.9884, 2.2800, 0.1120], [-0.7914, 2.5672, -1.2330], [-0.5499, 1.5393, 1.1644], [0.0661, 1.6058, -1.0032], [0.3251, 0.5526, 0.7543], [-0.3769, -1.3777, 1.9618], [2.0397, -1.3216, 1.0033], [-1.5368, 0.3490, -4.2746], [0.8277, -0.5760, 1.6160], [0.7867, 0.6932, -0.4840], [-2.8134, 0.7777, -4.2903], [-0.8566, 1.4201, 2.1964], [-1.1608, -0.7851, 2.4448], [-0.3588, -2.1826, 2.6602], [-0.7704, -1.6816, 0.9856], [2.5833, -0.6032, 0.4161], [1.8938, -2.1688, 0.2865], [2.8028, -1.7348, 1.6828], [-1.3696, -0.4352, -3.5885], [-0.9862, 1.0528, -4.8202], [1.2338, 0.0290, 2.4096]], "forces_ev_per_angstrom": [[-0.03, 0.94, -0.52], [-0.27, 0.08, 0.44], [-0.69, -1.21, 1.37], [0.27, 0.44, -0.84], [1.45, -0.65, 0.15], [-1.66, 0.19, -0.13], [0.44, -0.70, -0.66], [-1.77, 0.54, -0.31], [1.38, 0.42, -0.14], [-0.06, -0.43, -1.53], [-0.40, -0.30, 0.23], [-0.62, 0.89, -0.16], [0.08, 0.43, -0.39], [1.00, -1.02, 0.15], [-0.29, -0.50, 0.35], [0.32, 0.38, -0.28], [-0.76, 0.72, 0.57], [-0.73, 0.32, 0.46], [0.63, -0.51, 0.43], [1.55, 0.27, -0.34], [0.18, -0.31, 1.16]], "lowdin_charge": [0.00, 0.10, -0.05, -0.18, -0.29, -0.07, -0.06, -0.01, -0.36, 0.18, -0.08, 0.12, 0.08, 0.07, 0.10, 0.05, 0.09, 0.08, 0.04, 0.04, 0.14], "orbital_gap_ha": [0.3317, 0.3414], "multiplicity": 3, "total_energy_ha": -503.25707, "s2": 2.010, "charge": 0}

---

{"formula": "C16H41B4IN2O10", "method": "ωB97M-V with the def2-TZVPD basis set", "species": ["C", "O", "B", "O", "B", "O", "B", "O", "O", "B", "C", "C", "C", "I", "O", "H", "H", "H", "H", "H", "H", "H", "H", "H", "H", "H", "C", "O", "C", "C", "N", "C", "C", "O", "C", "H", "H", "H", "H", "H", "H", "H", "H", "H", "H", "H", "H", "H", "H", "H", "C", "O", "C", "C", "N", "C", "C", "O", "C", "H", "H", "H", "H", "H", "H", "H", "H", "H", "H", "H", "H", "H", "H", "H"], "coordinates": [[5.8658, 2.1972, -3.2315], [4.9173, 2.5682, -2.2350], [4.0830, 1.5455, -1.8576], [4.0725, 1.2400, -0.5302], [3.1383, 0.7908, -3.0593], [3.0441, 1.3779, -4.3023], [2.4585, 0.5291, -5.2407], [3.1053, 0.3036, -6.3932], [1.2777, -0.0624, -4.9560], [1.1778, -0.1011, -3.5823], [-0.1539, 0.2375, -2.8469], [-0.2465, 1.7168, -2.5030], [-0.2932, 2.6092, -3.7226], [0.4317, 4.5733, -3.2392], [2.3879, -0.3708, -2.9115], [6.0955, 1.1424, -3.2198], [6.7626, 2.7496, -3.0332], [5.5025, 2.4290, -4.2204], [4.0306, 2.0572, -0.0120], [3.7979, 0.9743, -6.4648], [-0.1253, -0.2916, -1.9116], [-1.0224, -0.0893, -3.3960], [-1.1812, 1.8468, -1.9839], [0.5108, 2.0083, -1.7969], [-1.3086, 2.7018, -4.0517], [0.2784, 2.2426, -4.5541], [-7.6917, 0.4330, 0.1871], [-6.5858, 0.6214, 1.0465], [-6.2014, -0.5400, 1.7725], [-4.8689, -1.0711, 1.2939], [-4.9776, -1.6400, -0.0449], [-3.6986, -1.9491, -0.6762], [-2.7281, -0.8037, -0.9607], [-3.1692, 0.0984, -1.9551], [-4.0346, 1.1150, -1.4769], [-8.0045, 1.4150, -0.1627], [-7.4347, -0.1801, -0.6840], [-8.5302, -0.0289, 0.7157], [-6.9748, -1.3111, 1.7218], [-6.0954, -0.2408, 2.8189], [-4.5262, -1.8481, 1.9829], [-4.1500, -0.2453, 1.3380], [-5.4779, -0.9908, -0.6355], [-3.9246, -2.4281, -1.6316], [-3.1865, -2.6964, -0.0625], [-1.8183, -1.2556, -1.3530], [-2.4360, -0.2625, -0.0544], [-3.7922, 1.4087, -0.4531], [-5.0824, 0.8104, -1.5346], [-3.9130, 1.9833, -2.1264], [4.2909, -1.2702, 1.4681], [4.0500, -2.1017, 2.5942], [4.5756, -1.5668, 3.8049], [3.4493, -1.1637, 4.7249], [2.7238, -0.0349, 4.1706], [1.4492, 0.2238, 4.8216], [0.4362, -0.9090, 4.7743], [-0.0213, -1.2148, 3.4755], [0.8549, -2.0744, 2.7624], [4.0202, -1.8363, 0.5792], [3.6929, -0.3569, 1.4879], [5.3499, -1.0069, 1.3991], [5.2479, -0.7284, 3.6057], [5.1570, -2.3533, 4.2941], [3.8460, -0.9014, 5.7100], [2.8039, -2.0446, 4.8430], [2.5429, -0.2307, 3.1959], [1.0134, 1.0985, 4.3335], [1.6191, 0.4970, 5.8677], [-0.4400, -0.5951, 5.3479], [0.8115, -1.8189, 5.2569], [1.3752, -2.7660, 3.4286], [1.5867, -1.5090, 2.1784], [0.2601, -2.6558, 2.0652]], "forces_ev_per_angstrom": [[-0.40, 0.38, -0.20], [0.23, -0.05, 0.01], [0.59, 0.14, -0.14], [-1.37, 0.14, 0.40], [0.38, -0.70, 0.15], [0.26, 0.34, 0.16], [0.50, 0.22, -0.68], [0.27, 0.44, -0.74], [-0.47, -0.09, 0.22], [-0.47, -1.04, 0.07], [0.88, -0.45, -0.04], [-0.49, -0.05, -0.14], [0.18, 0.25, 0.36], [-0.13, -0.13, -0.20], [-0.72, 0.94, 0.59], [0.14, -0.43, 0.18], [0.51, 0.25, 0.05], [-0.16, 0.25, -0.38], [0.65, -0.20, 0.17], [0.11, -0.33, -0.22], [-0.14, -0.32, 0.51], [-0.34, -0.03, -0.27], [-0.39, 0.17, 0.41], [0.62, 0.08, 0.15], [-0.48, 0.30, -0.25], [0.44, 0.02, -0.25], [0.06, 0.09, 0.03], [-0.10, -0.10, -0.12], [0.14, 0.11, 0.29], [-0.08, -0.06, -0.26], [0.13, 0.12, 0.10], [-0.19, -0.04, -0.08], [0.08, -0.37, 0.07], [-0.13, 0.17, 0.16], [0.01, 0.08, -0.34], [0.03, 0.03, 0.00], [-0.09, -0.06, 0.02], [-0.02, -0.05, -0.03], [0.00, -0.02, -0.11], [-0.03, -0.01, 0.01], [0.03, -0.01, 0.00], [0.06, 0.06, 0.13], [-0.06, 0.01, -0.02], [0.06, -0.03, -0.02], [0.06, 0.03, 0.04], [0.00, -0.07, -0.02], [-0.10, 0.06, 0.07], [-0.04, -0.04, 0.04], [-0.02, 0.04, 0.14], [0.04, 0.00, 0.00], [0.00, -0.30, -0.01], [0.28, 0.30, -0.09], [0.06, -0.34, 0.18], [-0.04, 0.00, -0.11], [0.10, 0.05, 0.12], [-0.02, 0.10, -0.13], [-0.37, 0.16, 0.39], [0.16, -0.18, -0.11], [-0.23, 0.12, -0.24], [-0.05, -0.02, -0.01], [0.07, 0.07, 0.01], [-0.01, 0.09, -0.03], [-0.07, 0.07, -0.03], [0.04, -0.03, -0.06], [0.00, 0.03, 0.00], [0.19, -0.03, 0.16], [0.04, 0.11, -0.01], [-0.09, -0.01, 0.05], [0.08, -0.04, 0.02], [-0.04, 0.00, -0.05], [0.04, 0.03, 0.00], [0.03, 0.05, -0.05], [-0.02, -0.18, 0.06], [-0.17, -0.08, -0.09]], "lowdin_charge": [-0.06, 0.03, -0.49, 0.18, -0.39, 0.29, -0.79, 0.26, 0.37, -0.51, -0.06, -0.30, -0.61, 0.77, 0.30, 0.09, 0.09, 0.09, 0.13, 0.13, 0.10, 0.12, 0.09, 0.09, 0.05, 0.03, -0.12, -0.19, -0.22, -0.21, -0.05, -0.19, -0.23, -0.19, -0.09, 0.09, 0.08, 0.09, 0.12, 0.12, 0.12, 0.11, 0.07, 0.12, 0.12, 0.10, 0.12, 0.09, 0.07, 0.09, -0.11, -0.20, -0.21, -0.22, -0.05, -0.20, -0.24, -0.17, -0.09, 0.09, 0.07, 0.09, 0.12, 0.12, 0.13, 0.10, 0.06, 0.12, 0.12, 0.12, 0.11, 0.09, 0.07, 0.09], "orbital_gap_ha": 0.3313, "total_energy_ha": -1893.52757, "charge": 0}

---

{"formula": "C8H7ClINS", "method": "ωB97M-V with the def2-TZVPD basis set", "species": ["C", "C", "C", "S", "C", "C", "C", "C", "Cl", "C", "N", "I", "H", "H", "H", "H", "H", "H", "H"], "coordinates": [[0.2061, 1.4857, 1.7916], [0.6940, 1.0452, 0.4278], [-0.3385, 0.6078, -0.5105], [-1.2282, 1.5305, -1.6459], [-1.9380, 0.1488, -2.3758], [-1.5687, -1.0129, -1.7551], [-0.5860, -0.7559, -0.7454], [0.1222, -1.7168, 0.1488], [-0.5235, -3.2490, 0.3263], [1.2418, -1.2889, 0.7764], [1.7111, -0.0611, 0.6831], [3.5938, 0.3992, -0.0971], [-0.1968, 2.5142, 1.6932], [0.9489, 1.3681, 2.6347], [-0.5349, 0.6928, 2.2798], [1.2755, 1.9237, -0.1263], [-2.7871, 0.3101, -3.0164], [-1.7384, -2.0422, -2.0242], [1.6465, -1.8993, 1.5351]], "forces_ev_per_angstrom": [[-1.20, -1.39, 2.25], [2.96, 1.30, -0.31], [-1.00, -2.34, -1.59], [0.11, 0.14, 0.10], [-0.56, -0.26, 0.81], [1.53, 0.41, 0.21], [0.24, 0.70, 1.25], [0.27, 2.39, -1.23], [-0.48, -1.30, 0.40], [-1.75, -2.66, -0.32], [0.36, 4.38, -0.52], [-0.40, -0.58, 0.14], [-0.10, -0.74, 0.59], [0.01, 0.89, -1.42], [0.68, 1.81, -1.63], [-1.10, -1.70, 1.50], [0.17, -0.08, -0.44], [-0.69, 0.07, -0.25], [0.94, -1.05, 0.47]], "lowdin_charge": [-0.06, -0.47, -0.48, 1.04, -0.40, -0.13, -0.27, -0.65, 0.75, -0.31, -0.52, 0.82, 0.08, 0.09, 0.13, 0.12, 0.06, 0.10, 0.10], "orbital_gap_ha": 0.2613, "total_energy_ha": -1519.79460, "relative_energy_kj_mol": 0.00, "charge": 0}